Record 1
{
  "formula": "C24H29CuN3O2Si",
  "method": "ωB97M-V with the def2-TZVPD basis set",
  "elements": ["Cu", "C", "C", "N", "N", "C", "O", "C", "C", "C", "C", "C", "C", "C", "C", "C", "C", "C", "N", "H", "H", "H", "H", "H", "H", "H", "H", "H", "H", "H", "H", "C", "Si", "C", "C", "C", "C", "C", "C", "C", "H", "H", "H", "H", "H", "H", "H", "H", "H", "H", "H", "C", "C", "O", "H", "H", "H", "H", "H", "H"],
  "xyz": [[-0.03, -0.46, 0.16], [-1.00, 3.64, 1.54], [-1.00, 2.29, 0.89], [0.03, 1.64, 0.53], [1.27, 2.21, 0.71], [2.14, 1.25, 0.99], [1.88, 0.03, 1.21], [3.59, 1.67, 1.03], [4.55, 0.71, 1.34], [5.90, 1.06, 1.38], [6.29, 2.37, 1.11], [5.32, 3.32, 0.81], [3.98, 2.98, 0.77], [-2.30, 1.58, 0.70], [-3.53, 2.22, 0.83], [-4.69, 1.49, 0.67], [-4.61, 0.14, 0.38], [-3.34, -0.42, 0.26], [-2.23, 0.27, 0.42], [0.03, 3.96, 1.68], [-1.50, 3.60, 2.51], [-1.52, 4.37, 0.93], [4.22, -0.30, 1.53], [6.64, 0.31, 1.61], [7.33, 2.64, 1.14], [5.62, 4.35, 0.61], [3.22, 3.71, 0.53], [-3.56, 3.28, 1.05], [-5.66, 1.97, 0.78], [-5.49, -0.47, 0.26], [-3.21, -1.47, 0.02], [1.53, -3.60, 0.43], [0.09, -2.70, -0.42], [-1.42, -3.73, 0.15], [0.22, -3.30, -2.24], [1.30, -4.04, -2.74], [1.35, -4.45, -4.07], [0.32, -4.14, -4.94], [-0.76, -3.40, -4.47], [-0.80, -2.99, -3.15], [1.51, -4.68, 0.24], [1.47, -3.44, 1.51], [2.50, -3.20, 0.11], [-1.20, -4.80, 0.15], [-2.28, -3.58, -0.52], [-1.73, -3.43, 1.16], [2.11, -4.31, -2.08], [2.20, -5.02, -4.43], [0.36, -4.46, -5.98], [-1.57, -3.14, -5.15], [-1.64, -2.39, -2.81], [0.09, 0.01, 5.67], [0.96, -0.08, 4.44], [0.12, -0.30, 3.32], [0.69, 0.19, 6.56], [-0.47, -0.92, 5.81], [-0.63, 0.82, 5.57], [1.69, -0.89, 4.55], [1.53, 0.85, 4.31], [0.70, -0.28, 2.53]],
  "homo_energy_ev": -3.349,
  "e_lumo_ev": 2.772,
  "total_charge": -1,
  "total_energy_ev": -86443.424,
  "largest_force_ev_per_a": 0.60,
  "gap_ev": 6.1
}

Record 2
{
  "formula": "C24H29F2NO",
  "method": "ωB97M-V with the def2-TZVPD basis set",
  "elements": ["C", "C", "C", "C", "N", "C", "C", "C", "C", "C", "C", "O", "C", "C", "C", "C", "C", "F", "C", "C", "C", "C", "C", "C", "F", "C", "C", "C", "H", "H", "H", "H", "H", "H", "H", "H", "H", "H", "H", "H", "H", "H", "H", "H", "H", "H", "H", "H", "H", "H", "H", "H", "H", "H", "H", "H", "H"],
  "xyz": [[-5.60, -0.98, 2.10], [-5.01, -0.63, 0.73], [-4.59, 0.84, 0.67], [-3.97, 1.25, -0.68], [-2.54, 1.18, -0.86], [-1.85, -0.09, -0.79], [-1.35, -0.24, 0.66], [-1.18, 1.21, 1.13], [-1.68, 2.04, -0.07], [-0.52, 2.42, -0.99], [0.26, 1.19, -1.48], [1.26, 0.91, -0.52], [2.35, 0.13, -0.97], [3.64, 0.63, -0.35], [3.62, 1.49, 0.75], [4.81, 1.91, 1.33], [6.00, 1.46, 0.80], [7.16, 1.86, 1.37], [6.05, 0.60, -0.28], [4.86, 0.19, -0.85], [2.20, -1.33, -0.60], [2.00, -1.67, 0.74], [1.86, -2.99, 1.12], [1.95, -3.97, 0.14], [1.82, -5.27, 0.50], [2.16, -3.67, -1.19], [2.29, -2.34, -1.55], [-0.68, 0.01, -1.77], [-6.46, -0.36, 2.31], [-4.86, -0.83, 2.88], [-5.90, -2.03, 2.12], [-5.76, -0.82, -0.04], [-4.15, -1.27, 0.53], [-5.48, 1.45, 0.84], [-3.89, 1.06, 1.48], [-4.24, 2.29, -0.88], [-4.42, 0.64, -1.47], [-2.50, -0.92, -1.10], [-0.42, -0.80, 0.70], [-2.08, -0.77, 1.27], [-0.14, 1.44, 1.34], [-1.76, 1.42, 2.03], [-2.21, 2.95, 0.24], [-0.93, 2.94, -1.86], [0.18, 3.09, -0.49], [0.77, 1.46, -2.42], [2.44, 0.21, -2.06], [2.68, 1.83, 1.13], [4.81, 2.58, 2.17], [7.00, 0.27, -0.66], [4.87, -0.48, -1.70], [1.94, -0.89, 1.48], [1.69, -3.27, 2.14], [2.22, -4.46, -1.92], [2.45, -2.08, -2.59], [-0.10, -0.92, -1.77], [-1.09, 0.15, -2.77]],
  "smiles": "CCCCN1[C@@H]2CC[C@H]1C[C@@H](OC(c1ccc(F)cc1)c1ccc(F)cc1)C2",
  "homo_energy_ev": -8.111,
  "e_lumo_ev": 0.712,
  "total_charge": 0,
  "total_energy_ev": -34331.311,
  "largest_force_ev_per_a": 0.71,
  "gap_ev": 8.8
}

Record 3
{
  "formula": "C24H29IN6OPS2",
  "method": "ωB97M-V with the def2-TZVPD basis set",
  "elements": ["C", "C", "I", "C", "N", "S", "N", "C", "S", "P", "O", "H", "H", "H", "H", "H", "H", "H", "H", "H", "N", "C", "C", "C", "C", "C", "H", "H", "H", "H", "H", "N", "C", "C", "C", "C", "C", "H", "H", "H", "H", "H", "N", "C", "C", "C", "C", "C", "H", "H", "H", "H", "H", "N", "C", "C", "C", "C", "C", "H", "H", "H", "H", "H"],
  "xyz": [[-2.55, 5.54, 4.56], [-3.82, 4.57, 4.44], [-4.61, 4.44, 6.50], [-3.43, 3.09, 4.06], [-2.85, 2.91, 2.67], [-3.46, 4.02, 1.45], [-3.16, 1.57, 2.19], [-2.63, 0.65, 2.92], [-2.40, -0.51, 4.04], [-1.03, 3.02, 2.62], [-0.53, 2.50, 1.27], [-2.24, 5.95, 3.55], [-2.81, 6.35, 5.29], [-1.72, 4.92, 5.01], [-4.66, 5.01, 3.85], [-2.68, 2.75, 4.83], [-4.37, 2.46, 4.13], [-2.32, 4.38, 0.73], [-0.40, 2.29, 3.66], [-0.69, 4.41, 2.73], [-4.85, -4.91, 4.45], [-4.57, -6.22, 4.49], [-3.28, -6.73, 4.52], [-2.22, -5.83, 4.49], [-2.49, -4.47, 4.44], [-3.81, -4.07, 4.42], [-5.43, -6.88, 4.51], [-3.10, -7.80, 4.56], [-1.20, -6.19, 4.51], [-1.69, -3.75, 4.42], [-4.08, -3.02, 4.39], [1.92, 1.85, -1.73], [1.37, 1.38, -0.60], [1.37, 0.04, -0.25], [1.96, -0.87, -1.12], [2.53, -0.41, -2.30], [2.48, 0.96, -2.55], [0.92, 2.12, 0.05], [0.91, -0.29, 0.68], [1.97, -1.93, -0.88], [2.99, -1.08, -3.00], [2.92, 1.37, -3.45], [5.60, -1.26, -2.96], [6.05, -1.38, -4.21], [7.10, -0.64, -4.74], [7.71, 0.29, -3.92], [7.27, 0.45, -2.62], [6.22, -0.35, -2.19], [5.54, -2.13, -4.82], [7.42, -0.79, -5.76], [8.53, 0.89, -4.30], [7.72, 1.17, -1.95], [5.83, -0.27, -1.18], [0.79, -0.71, -6.67], [0.63, -0.78, -5.34], [-0.59, -0.92, -4.71], [-1.73, -0.98, -5.49], [-1.60, -0.92, -6.87], [-0.33, -0.78, -7.41], [1.55, -0.72, -4.77], [-0.65, -0.97, -3.63], [-2.71, -1.09, -5.04], [-2.47, -0.97, -7.52], [-0.18, -0.73, -8.48]],
  "homo_energy_ev": -10.897,
  "e_lumo_ev": -5.593,
  "total_charge": 1,
  "total_energy_ev": -75394.101,
  "largest_force_ev_per_a": 5.67,
  "gap_ev": 5.3
}

Record 4
{
  "formula": "C24H29N3O4S",
  "method": "ωB97M-V with the def2-TZVPD basis set",
  "elements": ["C", "C", "N", "C", "C", "C", "O", "C", "N", "C", "C", "S", "O", "O", "C", "C", "O", "N", "C", "C", "C", "C", "C", "C", "C", "C", "C", "C", "C", "C", "C", "C", "H", "H", "H", "H", "H", "H", "H", "H", "H", "H", "H", "H", "H", "H", "H", "H", "H", "H", "H", "H", "H", "H", "H", "H", "H", "H", "H", "H", "H"],
  "xyz": [[-2.84, -3.18, 1.55], [-2.35, -2.20, 0.49], [-3.43, -1.62, -0.29], [-3.66, -2.19, -1.61], [-4.23, -3.60, -1.57], [-4.18, -0.58, 0.09], [-5.14, -0.18, -0.54], [-3.75, 0.18, 1.36], [-2.50, 0.85, 1.11], [-2.19, 1.47, -0.06], [-0.90, 1.92, -0.02], [-0.04, 2.58, -1.41], [-0.76, 3.68, -1.99], [1.34, 2.80, -1.04], [-0.05, 1.18, -2.58], [0.21, -0.08, -1.79], [-0.54, -1.04, -1.81], [1.33, -0.02, -1.05], [1.72, -1.07, -0.13], [3.22, -1.16, -0.08], [3.92, -1.75, -1.12], [5.30, -1.79, -1.09], [6.01, -1.26, -0.02], [7.51, -1.33, 0.00], [5.30, -0.67, 1.01], [3.92, -0.62, 0.99], [-0.36, 1.57, 1.25], [0.87, 1.75, 1.87], [1.05, 1.26, 3.14], [0.02, 0.59, 3.81], [-1.22, 0.40, 3.23], [-1.41, 0.90, 1.94], [-3.54, -2.70, 2.24], [-2.00, -3.54, 2.13], [-3.35, -4.02, 1.10], [-1.76, -1.41, 0.96], [-1.69, -2.72, -0.21], [-2.71, -2.18, -2.15], [-4.37, -1.53, -2.12], [-5.13, -3.63, -0.96], [-3.51, -4.31, -1.18], [-4.49, -3.91, -2.58], [-4.54, 0.91, 1.57], [-3.64, -0.49, 2.22], [-2.91, 1.55, -0.85], [-1.02, 1.14, -3.07], [0.74, 1.37, -3.31], [1.81, 0.87, -0.98], [1.31, -0.87, 0.87], [1.27, -2.00, -0.51], [3.39, -2.16, -1.96], [5.84, -2.25, -1.91], [7.83, -2.34, 0.24], [7.92, -0.65, 0.75], [7.93, -1.06, -0.97], [5.84, -0.25, 1.85], [3.38, -0.16, 1.80], [1.66, 2.28, 1.34], [1.99, 1.40, 3.64], [0.19, 0.23, 4.81], [-2.01, -0.10, 3.76]],
  "smiles": "CCN(CC)C(=O)Cn1cc(S(=O)(=O)CC(=O)NCc2ccc(C)cc2)c2ccccc21",
  "homo_energy_ev": -8.748,
  "relative_energy_ev": 1.508,
  "e_lumo_ev": 0.544,
  "total_charge": 0,
  "total_energy_ev": -48855.403,
  "largest_force_ev_per_a": 0.84,
  "gap_ev": 9.3
}